No. 1
An isolated molecule of C4H6N2O in a non-equilibrium geometry. Source: the OMol25 dataset; level of theory: the ωB97M-V functional and the def2-TZVPD basis.

ORCA input file:
```
! wB97M-V def2-TZVPD RIJCOSX def2/J DEFGRID3
* xyz 0 1
H -2.429 1.657 -0.714
N -2.459 0.644 -0.825
C -1.470 0.372 -0.093
O -1.101 -0.880 0.237
C 0.244 -1.221 -0.045
C 1.308 -0.316 0.605
C 1.649 0.875 -0.182
N 1.926 1.798 -0.823
H -0.881 1.175 0.382
H 0.387 -1.251 -1.131
H 0.353 -2.229 0.356
H 0.983 -0.010 1.606
H 2.227 -0.898 0.731
*
```



No. 2
An isolated ion of composition C4H6N2O and charge +2 in a non-equilibrium geometry. Source: the OMol25 dataset; level of theory: the ωB97M-V functional and the def2-TZVPD basis.

ORCA input file:
```
! wB97M-V def2-TZVPD RIJCOSX def2/J DEFGRID3
* xyz 2 1
C -1.773 1.859 -0.016
C -0.479 1.235 -0.081
N 0.584 0.864 0.069
C 2.060 -0.216 0.008
C 1.892 -1.579 0.278
N 3.001 0.564 -0.105
O 3.918 1.247 -0.149
H -2.390 1.460 -0.804
H -1.710 2.934 0.151
H -2.482 1.658 0.792
H 2.884 -2.213 0.500
H 1.401 -2.133 -0.440
H 1.155 -1.805 1.244
*
```



No. 3
A 3-piece molecular cluster, C4H6N2O2 overall in a non-equilibrium geometry. Source: the OMol25 dataset; level of theory: the ωB97M-V functional and the def2-TZVPD basis.

ORCA input file:
```
! wB97M-V def2-TZVPD RIJCOSX def2/J DEFGRID3
* xyz 0 1
C 2.598 0.956 -0.080
C 2.179 -0.366 -0.006
C -0.524 -0.028 -0.081
C -2.759 -0.156 0.030
H 3.736 0.889 0.252
H 1.582 1.734 -0.992
H 2.887 -1.306 0.410
H 0.588 -1.839 0.865
H -3.408 -0.118 -0.750
H -3.036 -0.489 1.164
N 0.665 -0.699 -0.420
N -0.728 1.211 0.009
O -2.210 1.159 -0.074
O -1.569 -0.947 -0.326
*
```



Listing energy above the lowest of the compared OMol25 structures with the same formula, charge and spin for the structures above in their given order: 1.931, 5.649, 11.587 eV.
Listing electronic energy for the structures above in their given order: -9271.57089, -9245.74488, -11309.45464 eV.
Listing orbital gap for the structures above in their given order: 11.38, 7.62, 8.02 eV.